Entry 1:
ORCA calculation (wB97M-V/def2-TZVPD) on a structure of composition C52H38GdN13O9S.

* calculated total energy: -4557.3618 Eh
* HOMO level (spin up / spin down): 0.2 / -1.1 eV
* Kohn-Sham gap (spin up / spin down): 3.5 / 4.3 eV
* 2S+1: 8
* net charge: -2

Atoms and positions in Å:
Gd: -0.6090 -0.3368 -0.9344
C: -6.5678 -2.5740 1.7310
C: -7.0421 -2.1501 0.4830
C: -6.2073 -1.5322 -0.4212
C: -4.8845 -1.3099 -0.0573
C: -3.8065 -0.5797 -0.6669
N: -2.7257 -0.5761 0.1439
C: -3.0533 -1.2632 1.2921
N: -2.3869 -1.2902 2.4420
C: -1.3209 -0.6538 2.7867
C: -1.0552 -0.2588 4.1475
C: -1.4311 -0.7935 5.3711
C: -1.0806 -0.1131 6.5305
C: -0.3951 1.0934 6.4808
C: -0.0317 1.6503 5.2607
C: -0.3428 0.9617 4.1028
C: -0.0286 1.2526 2.7261
N: 0.6516 2.2626 2.3103
C: 0.8298 2.5806 1.0150
N: 0.1720 2.0594 -0.0683
C: 0.4601 2.8451 -1.1329
N: -0.1890 2.8771 -2.3189
C: -1.2935 2.2187 -2.5354
N: -1.9623 1.3645 -1.6964
C: -3.0956 0.9255 -2.3111
N: -3.9612 0.0500 -1.8589
C: -3.2356 1.6060 -3.6040
C: -4.2105 1.6026 -4.5851
C: -3.9905 2.3546 -5.7304
C: -2.8202 3.0857 -5.9001
C: -1.8475 3.1087 -4.9138
C: -2.0711 2.3819 -3.7608
C: 1.4538 3.8211 -0.7788
C: 2.1908 4.7629 -1.4890
C: 3.0779 5.5621 -0.8008
C: 3.2319 5.4546 0.5910
C: 2.5258 4.5188 1.3128
C: 1.6515 3.6757 0.6246
N: -0.5095 0.1824 1.9182
C: -4.3980 -1.7511 1.2001
C: -5.2517 -2.3938 2.0942
H: -7.2607 -3.0438 2.4188
H: -8.0849 -2.3022 0.2318
H: -6.5686 -1.1903 -1.3812
H: -1.9802 -1.7202 5.4063
H: -1.3501 -0.5285 7.4925
H: -0.1532 1.6154 7.3983
H: 0.4979 2.5890 5.2011
H: -5.1147 1.0236 -4.4590
H: -4.7408 2.3752 -6.5105
H: -2.6705 3.6442 -6.8161
H: -0.9307 3.6632 -5.0359
H: 2.0844 4.8386 -2.5620
H: 3.6742 6.2928 -1.3352
H: 3.9241 6.1263 1.0888
H: 2.6415 4.4192 2.3848
H: -4.8752 -2.7290 3.0497
C: 6.9540 2.7978 0.5307
C: 5.9571 1.6907 0.3448
C: 4.6101 1.9075 0.6256
C: 3.6690 0.9205 0.4077
C: 4.0763 -0.3139 -0.0772
C: 5.4133 -0.5514 -0.3630
C: 6.3480 0.4456 -0.1491
S: 2.8419 -1.5156 -0.5629
O: 3.5589 -2.6850 -0.9897
O: 2.2197 -1.9137 0.8720
N: 1.8026 -0.8526 -1.4701
C: 2.1657 -0.9036 -2.8791
C: 0.9132 -0.6775 -3.7930
O: 1.0084 -1.0225 -4.9676
O: -0.0652 -0.1311 -3.2314
H: 6.6368 3.4654 1.3298
H: 7.0312 3.3843 -0.3875
H: 7.9404 2.3988 0.7655
H: 4.2871 2.8719 0.9847
H: 2.6232 1.1111 0.5883
H: 5.6839 -1.5114 -0.7773
H: 7.3888 0.2651 -0.3859
H: 2.6202 -1.8663 -3.1330
H: 2.8897 -0.1085 -3.1152
C: -2.4180 -1.3501 -4.8032
C: -2.5752 -2.1951 -3.6005
N: -1.8445 -2.1708 -2.5145
C: -2.2479 -3.2109 -1.7228
C: -3.2769 -3.8866 -2.3502
N: -3.4514 -3.2312 -3.5640
C: -4.0829 -5.0733 -2.0572
O: -4.2484 -5.8816 -3.1668
O: -4.6285 -5.3663 -1.0368
C: -1.3215 -3.5677 -0.5490
O: -1.3477 -4.7160 -0.1232
O: -0.5434 -2.6322 -0.2212
H: -1.6823 -0.5781 -4.5847
H: -3.3605 -0.8895 -5.0939
H: -2.0509 -1.9673 -5.6250
H: -4.2220 -3.3637 -4.2035
H: -3.6300 -5.6307 -3.8646
N: 0.5194 -0.4523 1.1698
C: 1.4182 -1.1734 1.7123
N: 1.7028 -1.4087 3.0484
C: 2.2637 -2.7051 3.3999
C: 3.7971 -2.7038 3.3580
O: 4.3355 -1.6933 4.1897
C: 3.8531 -0.4281 3.7912
C: 2.3227 -0.3535 3.8418
H: 1.8684 -3.4580 2.7191
H: 1.9306 -2.9133 4.4237
H: 4.1397 -2.5548 2.3229
H: 4.1922 -3.6465 3.7421
H: 4.2101 -0.1948 2.7756
H: 4.2792 0.2925 4.4919
H: 2.0089 0.6224 3.4792
H: 1.9837 -0.4797 4.8763

Atoms 1-3, force components in eV/Å:
0.2 0.1 -0.1
-0.3 -0.1 -0.1
-0.2 -0.2 0.2

---

Entry 2:
ORCA calculation (wB97M-V/def2-TZVPD) on a structure of composition C33H34N2O2PRu.

* calculated total energy: -1973.5256 Eh
* HOMO level (spin up / spin down): -14.3 / -14.4 eV
* Kohn-Sham gap (spin up / spin down): 5.5 / 6.6 eV
* energy above the lowest of the compared OMol25 structures with the same formula, charge and spin: 319.5 kJ/mol
* 2S+1: 2
* net charge: +2

Atoms and positions in Å:
Ru: -0.4767 -0.8915 -0.7351
C: -0.2841 -3.7164 2.9498
C: -0.1801 -2.4348 2.1163
C: -1.3352 -1.4745 2.4348
C: -0.1173 -2.7798 0.6399
C: -1.2828 -3.0660 -0.1067
C: -1.1901 -3.4814 -1.4385
C: 0.0499 -3.6564 -2.0704
C: 0.1400 -4.1174 -3.4848
C: 1.2041 -3.3906 -1.3241
C: 1.1258 -2.9584 -0.0031
H: -0.3028 -3.4669 4.0104
H: 0.5689 -4.3710 2.7704
H: -1.1967 -4.2641 2.7088
H: 0.7585 -1.9365 2.3758
H: -2.2936 -1.9928 2.4761
H: -1.4074 -0.6792 1.6755
H: -1.1752 -0.9999 3.4022
H: -2.2509 -3.0597 0.3785
H: -2.0940 -3.7190 -1.9858
H: 0.9271 -4.8623 -3.5998
H: 0.3988 -3.2741 -4.1316
H: -0.8023 -4.5329 -3.8338
H: 2.1726 -3.5379 -1.7867
H: 2.0291 -2.8049 0.5763
O: -0.9472 1.2857 -3.0704
C: 0.0507 0.5801 -2.8802
O: 0.0697 -0.7071 -2.8467
C: 1.3484 1.2450 -2.4375
P: 1.5787 0.6604 -0.6866
C: 1.0851 1.9251 0.4888
C: -0.3519 2.3450 0.5454
C: -0.9011 2.3988 1.9814
C: 0.0799 3.0981 2.8733
C: 1.3905 3.0784 2.6162
C: 1.8961 2.3090 1.4984
C: 3.3894 0.5597 -0.6284
C: 4.0409 -0.6677 -0.5658
C: 5.4217 -0.7212 -0.6877
C: 6.1462 0.4452 -0.8765
C: 5.4928 1.6709 -0.9402
C: 4.1160 1.7373 -0.8234
H: 1.3062 2.3285 -2.5198
H: 2.1836 0.8514 -3.0139
H: -1.0847 1.6849 -1.2789
H: -1.1220 1.4072 2.3967
H: -0.3052 3.5736 3.7680
H: 2.1001 3.5506 3.2819
H: 2.9391 2.0192 1.5122
H: 3.4697 -1.5778 -0.4290
H: 5.9307 -1.6742 -0.6360
H: 7.2215 0.4015 -0.9822
H: 6.0587 2.5811 -1.0864
H: 3.6121 2.6930 -0.8906
N: -2.6925 -0.3288 -1.5966
C: -3.3657 0.5127 -0.6737
C: -4.7251 0.4426 -0.4155
C: -5.2867 1.2769 0.5397
C: -4.4966 2.1673 1.2552
C: -3.1346 2.2442 1.0150
C: -2.1953 3.1909 1.7277
C: -1.7045 4.2331 0.7316
C: -0.6493 3.7748 0.0737
N: -1.1912 1.4460 -0.2814
C: -2.5780 1.4173 0.0371
H: -2.2862 0.1984 -2.3853
H: -3.3075 -1.0410 -1.9724
H: -5.3443 -0.2481 -0.9750
H: -6.3509 1.2384 0.7276
H: -4.9457 2.8088 2.0027
H: -2.6509 3.6086 2.6236
H: -2.2012 5.1824 0.5864
H: -0.0951 4.2624 -0.7170

Atoms 1-3, force components in eV/Å:
1.5 2.2 -1.9
0.1 0.1 0.0
-0.2 0.0 0.1

---

Entry 3:
ORCA calculation (wB97M-V/def2-TZVPD) on a structure of composition C52H42CdCl2N5O3SSi.

* calculated total energy: -4282.2004 Eh
* HOMO level: -4.7 eV
* Kohn-Sham gap: 6.6 eV
* energy above the lowest of the compared OMol25 structures with the same formula, charge and spin: 0.0 kJ/mol
* 2S+1: 1
* net charge: -1

Atoms and positions in Å:
Cd: -0.1479 0.1441 0.6811
N: -10.5753 -0.0848 0.0639
C: -9.4397 0.0815 0.1341
C: -8.0191 0.2901 0.2186
C: -7.5221 1.5638 0.4878
C: -6.1548 1.7609 0.5698
C: -5.2760 0.7004 0.3723
C: -5.7799 -0.5702 0.1051
C: -7.1457 -0.7799 0.0317
C: -3.8010 0.8951 0.4602
C: -3.1035 0.8153 -0.7320
C: -3.6924 0.7612 -2.0330
C: -2.6682 0.7175 -2.9405
C: -1.4806 0.7225 -2.1485
N: -1.7136 0.7890 -0.8642
C: -3.2865 1.1142 1.7478
C: -4.0160 1.1366 2.9645
C: -3.0969 1.3618 3.9698
C: -1.8432 1.4651 3.3304
N: -1.9438 1.3192 2.0104
H: -8.2085 2.3873 0.6322
H: -5.7557 2.7432 0.7867
H: -5.0865 -1.3914 -0.0291
H: -7.5409 -1.7670 -0.1671
H: -4.7498 0.7848 -2.2442
H: -2.7249 0.6863 -4.0176
H: -0.2016 0.4231 -3.5131
H: -5.0787 0.9833 3.0703
H: -3.2801 1.4315 5.0304
H: -0.8806 1.6280 3.7981
Cl: 0.0937 -7.4816 0.5860
C: -0.3239 -5.7842 0.5342
C: -1.5296 -5.3592 1.1077
C: -1.8644 -4.0363 1.0778
Cl: -3.3523 -3.5130 1.8096
C: -1.0316 -3.0140 0.4939
O: -1.3820 -1.8059 0.5335
C: 0.1842 -3.5103 -0.0930
C: 1.1404 -2.6563 -0.7731
O: 1.0931 -1.4532 -0.9564
C: 0.5077 -4.8766 -0.0570
H: -2.1908 -6.0741 1.5786
H: 1.9811 -3.2197 -1.2325
H: 1.4375 -5.2069 -0.5072
C: 4.6738 -3.6466 -2.9770
C: 4.2117 -2.2228 -3.1304
C: 4.8552 -1.1830 -2.4759
C: 4.4107 0.1277 -2.5915
C: 3.2987 0.4220 -3.3665
C: 2.6453 -0.6168 -4.0263
C: 3.1026 -1.9164 -3.9171
S: 2.6601 2.0742 -3.3675
C: 2.4484 2.3913 -5.1324
O: -0.2113 0.6499 -2.5790
H: 5.5583 -3.7048 -2.3430
H: 4.9184 -4.0941 -3.9423
H: 3.8947 -4.2618 -2.5207
H: 5.7120 -1.3944 -1.8499
H: 4.9201 0.9213 -2.0596
H: 1.7604 -0.4121 -4.6168
H: 2.5730 -2.7131 -4.4284
H: 1.7839 1.6653 -5.5982
H: 3.4036 2.3992 -5.6553
H: 1.9870 3.3747 -5.2117
C: 1.7350 3.2025 5.7436
C: 1.7782 3.5118 4.3908
C: 1.7485 2.4963 3.4450
C: 1.6860 1.1487 3.8159
C: 1.6466 0.8628 5.1833
C: 1.6686 1.8734 6.1367
Si: 1.5873 -0.2179 2.4932
C: 3.3750 -0.4828 1.8979
C: 3.7649 -1.7189 1.3683
C: 5.0624 -1.9481 0.9363
C: 6.0080 -0.9325 1.0022
C: 5.6393 0.3087 1.4983
C: 4.3401 0.5245 1.9440
C: 1.1402 -1.7931 3.4604
C: -0.2002 -2.1806 3.5455
C: -0.5858 -3.3149 4.2488
C: 0.3689 -4.0913 4.8891
C: 1.7066 -3.7228 4.8268
C: 2.0826 -2.5878 4.1212
H: 1.7459 3.9919 6.4856
H: 1.8216 4.5452 4.0669
H: 1.7588 2.7613 2.3941
H: 1.5833 -0.1690 5.5105
H: 1.6285 1.6212 7.1900
H: 3.0428 -2.5275 1.3139
H: 5.3356 -2.9225 0.5461
H: 7.0246 -1.1076 0.6687
H: 6.3683 1.1090 1.5551
H: 4.0811 1.4943 2.3550
H: -0.9632 -1.6015 3.0316
H: -1.6317 -3.5957 4.2780
H: 0.0745 -4.9842 5.4274
H: 2.4589 -4.3240 5.3242
H: 3.1318 -2.3184 4.0801
N: -0.3057 3.3637 0.6211
C: -0.0104 4.6563 0.8319
C: 1.2647 4.8569 0.3503
C: 1.6652 3.5925 -0.1213
N: 0.7030 2.6962 0.0533
H: -1.0928 2.8163 0.9832
H: -0.7130 5.3207 1.3056
H: 1.8272 5.7746 0.3514
H: 2.6033 3.2905 -0.5576

Atoms 1-3, force components in eV/Å:
0.0 0.0 0.1
0.0 0.0 0.0
0.0 0.0 0.0

---

- The lowest net charge belongs to which entry?
  C52H38GdN13O9S

---

- What is the formula in the first record?
  C52H38GdN13O9S

---

- Which value of 2S+1 does entry 2 give?
  2

---

- Which of these has the lowest net charge?
  C52H38GdN13O9S